Record 1
DFT (the ωB97M-V functional and the def2-TZVPD basis) results for 15 unconnected molecules or ions with the total composition C68H170F30N10O7P5.

Geometry (Å):
C  1.87  -2.16  -4.46
C  3.24  -1.45  -4.15
N  4.07  -1.98  -2.97
C  5.39  -1.12  -2.88
C  3.22  -1.67  -1.65
C  3.91  -2.15  -0.40
C  4.60  -3.44  -3.01
C  5.26  -3.93  -4.35
O  4.25  -3.91  -5.36
C  4.70  -4.46  -6.59
H  1.41  -1.74  -5.35
H  1.22  -1.96  -3.60
H  2.02  -3.23  -4.57
H  3.09  -0.40  -3.92
H  3.89  -1.42  -5.03
H  5.93  -1.10  -3.83
H  6.14  -1.53  -2.21
H  5.05  -0.09  -2.74
H  2.26  -2.19  -1.65
H  3.21  -0.58  -1.66
H  4.38  -3.13  -0.41
H  3.18  -2.09  0.41
H  4.77  -1.49  -0.22
H  3.71  -4.01  -2.76
H  5.23  -3.62  -2.13
H  5.71  -4.92  -4.23
H  5.93  -3.14  -4.70
H  3.85  -4.39  -7.27
H  5.02  -5.50  -6.51
H  5.59  -3.96  -6.97
C  1.01  3.54  -0.26
C  -0.35  2.92  -0.41
N  -0.36  1.38  -0.45
C  -1.88  0.92  -0.51
C  0.52  1.00  -1.68
C  0.05  1.47  -3.07
C  0.25  0.93  0.92
C  0.03  -0.50  1.28
O  0.37  -1.36  0.29
C  0.02  -2.72  0.56
H  1.62  3.47  -1.17
H  1.66  3.16  0.52
H  0.95  4.62  -0.16
H  -0.89  3.19  -1.32
H  -0.96  3.25  0.43
H  -2.27  1.34  -1.44
H  -2.42  1.19  0.40
H  -1.79  -0.15  -0.68
H  0.34  -0.08  -1.68
H  1.59  1.15  -1.54
H  0.06  2.50  -3.44
H  -0.95  1.05  -3.22
H  0.78  1.04  -3.75
H  -0.08  1.55  1.75
H  1.33  1.07  0.83
H  -0.95  -0.80  1.67
H  0.61  -0.59  2.20
H  0.17  -3.32  -0.34
H  -1.02  -2.89  0.83
H  0.74  -3.06  1.31
C  7.30  -4.85  4.42
C  5.75  -4.61  4.50
N  4.85  -5.32  3.47
C  5.33  -5.11  2.02
C  4.82  -6.79  3.92
C  3.95  -7.74  3.05
C  3.40  -4.81  3.64
C  3.18  -3.33  3.33
O  3.65  -2.56  4.48
C  3.40  -1.16  4.50
H  7.62  -4.84  3.38
H  7.56  -5.75  4.98
H  7.69  -3.99  4.97
H  5.73  -3.54  4.28
H  5.34  -4.81  5.49
H  6.22  -5.73  1.86
H  5.71  -4.12  1.77
H  4.55  -5.49  1.37
H  4.39  -6.80  4.92
H  5.89  -7.00  3.96
H  4.13  -8.78  3.33
H  4.27  -7.56  2.02
H  2.87  -7.66  3.20
H  3.08  -5.02  4.66
H  2.68  -5.40  3.06
H  2.10  -3.25  3.38
H  3.65  -3.09  2.38
H  2.38  -0.92  4.19
H  4.07  -0.66  3.81
H  3.63  -0.84  5.52
C  1.82  11.35  0.79
C  2.31  9.92  1.03
C  2.34  9.09  -0.24
N  3.27  7.89  -0.25
C  2.72  6.99  0.85
C  4.70  8.23  0.20
C  5.66  7.48  -0.72
C  4.81  6.52  -1.52
C  3.44  7.18  -1.60
H  2.15  11.76  -0.16
H  1.91  12.00  1.65
H  0.74  11.51  0.77
H  1.69  9.42  1.78
H  3.28  10.00  1.52
H  2.65  9.68  -1.10
H  1.32  8.78  -0.47
H  1.69  6.66  0.69
H  2.90  7.51  1.79
H  3.25  6.04  0.87
H  4.88  8.01  1.25
H  4.88  9.26  -0.11
H  6.42  6.95  -0.14
H  6.10  8.18  -1.44
H  4.76  5.52  -1.09
H  5.13  6.31  -2.54
H  2.63  6.49  -1.84
H  3.41  7.91  -2.42
C  -6.99  -9.60  -1.00
C  -5.78  -8.78  -0.65
C  -4.89  -8.41  -1.91
N  -3.67  -7.54  -1.49
C  -2.58  -8.25  -0.61
C  -4.07  -6.22  -0.83
C  -3.02  -5.24  -1.32
C  -2.53  -5.65  -2.75
C  -2.87  -7.13  -2.82
H  -7.33  -10.14  -0.12
H  -6.71  -10.33  -1.77
H  -7.78  -8.98  -1.41
H  -5.32  -9.31  0.18
H  -6.20  -7.93  -0.12
H  -5.38  -7.83  -2.69
H  -4.43  -9.25  -2.44
H  -2.58  -9.28  -0.95
H  -2.92  -8.08  0.42
H  -1.61  -7.77  -0.69
H  -4.25  -6.28  0.24
H  -5.03  -5.89  -1.25
H  -2.28  -5.09  -0.53
H  -3.39  -4.21  -1.27
H  -1.49  -5.46  -2.99
H  -3.01  -5.11  -3.57
H  -1.96  -7.73  -2.88
H  -3.47  -7.32  -3.71
C  -6.87  -4.91  4.25
C  -5.51  -5.72  4.31
C  -4.29  -5.04  4.99
N  -2.95  -5.67  4.74
C  -3.02  -7.04  5.48
C  -2.51  -5.78  3.26
C  -1.08  -5.30  3.21
C  -1.13  -4.13  4.17
C  -1.81  -4.74  5.37
H  -7.12  -4.53  5.24
H  -7.78  -5.33  3.81
H  -6.66  -3.96  3.77
H  -5.25  -6.15  3.34
H  -5.70  -6.59  4.94
H  -4.46  -4.88  6.05
H  -4.22  -4.04  4.54
H  -2.01  -7.42  5.38
H  -3.78  -7.64  4.97
H  -3.28  -6.79  6.51
H  -2.68  -6.80  2.90
H  -2.98  -5.01  2.66
H  -0.52  -6.11  3.68
H  -0.65  -5.14  2.23
H  -0.11  -3.93  4.50
H  -1.70  -3.25  3.87
H  -1.17  -5.41  5.94
H  -2.26  -4.03  6.06
C  0.33  5.81  -4.05
N  0.74  5.89  -5.56
C  0.54  4.47  -6.10
C  -0.17  6.88  -6.41
C  2.22  6.36  -5.65
C  2.64  6.84  -7.04
O  2.38  5.92  -8.08
H  -0.71  5.49  -3.95
H  0.36  6.82  -3.63
H  1.05  5.12  -3.62
H  1.19  3.75  -5.59
H  0.81  4.61  -7.14
H  -0.52  4.23  -6.04
H  0.09  6.80  -7.47
H  0.10  7.88  -6.09
H  -1.19  6.54  -6.20
H  2.70  5.45  -5.29
H  2.44  7.10  -4.89
H  3.70  7.02  -6.85
H  2.22  7.79  -7.40
H  2.78  6.23  -8.89
C  -4.21  6.92  0.41
N  -3.39  6.89  1.72
C  -4.44  6.95  2.82
C  -2.84  5.47  1.86
C  -2.37  8.06  1.62
C  -1.33  7.98  2.77
O  -0.50  6.85  2.76
H  -3.53  6.93  -0.44
H  -4.74  7.85  0.26
H  -4.94  6.11  0.33
H  -5.17  6.14  2.84
H  -4.90  7.93  2.74
H  -3.89  6.91  3.76
H  -2.49  5.25  2.87
H  -2.08  5.35  1.09
H  -3.68  4.79  1.70
H  -2.87  9.03  1.58
H  -1.92  7.96  0.63
H  -1.85  8.02  3.73
H  -0.65  8.83  2.71
H  -0.21  6.72  3.67
C  -5.87  -1.17  -4.89
N  -4.84  -0.82  -3.76
C  -4.03  0.34  -4.39
C  -5.57  -0.35  -2.52
C  -3.88  -1.95  -3.29
C  -2.80  -2.39  -4.34
O  -1.68  -1.53  -4.67
H  -5.29  -1.53  -5.74
H  -6.37  -0.21  -4.99
H  -6.58  -1.84  -4.41
H  -4.72  1.18  -4.53
H  -3.63  0.21  -5.40
H  -3.36  0.68  -3.61
H  -4.80  0.04  -1.85
H  -6.00  -1.30  -2.21
H  -6.27  0.42  -2.86
H  -4.62  -2.72  -3.09
H  -3.39  -1.81  -2.33
H  -3.22  -2.69  -5.30
H  -2.25  -3.18  -3.83
H  -1.47  -1.63  -5.60
C  -0.41  3.02  4.21
N  -0.96  2.37  5.54
C  0.08  2.72  6.62
C  -2.30  3.03  5.84
C  -1.06  0.86  5.51
C  -2.29  0.25  4.68
O  -2.59  0.89  3.47
H  0.49  2.46  3.94
H  -0.14  4.06  4.37
H  -1.14  2.89  3.41
H  1.00  2.17  6.43
H  -0.36  2.41  7.57
H  0.19  3.80  6.62
H  -2.89  2.54  6.62
H  -2.86  3.29  4.94
H  -2.00  4.02  6.16
H  -1.39  0.54  6.50
H  -0.12  0.43  5.16
H  -3.17  0.26  5.34
H  -2.11  -0.82  4.61
H  -3.09  0.28  2.91
P  1.76  -6.06  -0.37
F  1.26  -5.08  -1.59
F  0.19  -6.05  0.09
F  1.42  -7.23  -1.44
F  2.16  -7.15  0.81
F  3.32  -5.93  -0.92
F  2.07  -4.73  0.61
P  4.34  2.96  -4.14
F  5.90  3.36  -3.92
F  4.37  2.25  -2.63
F  3.78  4.31  -3.37
F  2.75  2.55  -4.47
F  4.42  3.90  -5.49
F  4.87  1.63  -4.92
P  3.34  3.72  3.51
F  2.67  3.23  4.95
F  3.91  5.04  4.27
F  4.75  3.11  3.89
F  4.02  4.20  2.12
F  2.80  2.28  2.89
F  1.96  4.36  2.98
P  -4.32  -1.97  1.80
F  -4.29  -0.34  1.71
F  -4.72  -1.73  3.34
F  -5.85  -1.93  1.27
F  -4.57  -3.60  1.90
F  -3.84  -2.02  0.21
F  -2.81  -2.04  2.35
P  -3.82  4.39  -2.70
F  -2.61  3.61  -3.48
F  -2.91  4.60  -1.32
F  -3.44  5.78  -3.35
F  -5.13  5.09  -2.04
F  -4.63  4.05  -4.06
F  -4.30  2.89  -2.17

Its charge is +5. The calculated total energy comes out at -230454.59024 eV. Its spin multiplicity is 1. The value obtained for the energy above the lowest of the compared OMol25 structures with the same formula, charge and spin is 120.6 kcal/mol. The HOMO energy comes out at -17.295 eV.

Record 2
DFT (the ωB97M-V functional and the def2-TZVPD basis) results for a single C3H10N2O molecule.

Geometry (Å):
C  -0.21  0.36  -0.25
C  1.05  1.22  -0.46
C  -0.20  -0.28  1.15
N  -0.18  -0.68  -1.27
N  -1.37  -1.05  1.50
O  2.21  0.44  -0.44
H  1.99  -0.37  -0.92
H  -1.10  1.02  -0.33
H  -0.94  -1.34  -1.14
H  -0.27  -0.28  -2.19
H  -1.45  -1.87  0.91
H  -2.21  -0.49  1.40
H  1.14  1.97  0.34
H  0.96  1.75  -1.42
H  0.68  -0.93  1.23
H  -0.09  0.52  1.89

The SMILES is NC[C@H](N)CO. Its charge is 0. The calculated total energy comes out at -8300.67987 eV. Its spin multiplicity is 1. The value obtained for the energy above the lowest of the compared OMol25 structures with the same formula, charge and spin is 19.0 kcal/mol. The HOMO energy comes out at -9.295 eV.

Record 3
DFT (the ωB97M-V functional and the def2-TZVPD basis) results for 2 unconnected molecules or ions with the total composition C3H8N2O.

Geometry (Å):
C  2.06  -0.49  0.64
C  1.03  -1.01  -0.17
N  0.75  -0.42  -1.37
H  2.58  0.31  0.14
H  2.31  -0.82  1.61
H  0.37  -1.86  0.17
H  1.70  0.01  -1.62
H  -0.25  -0.09  -1.49
C  -2.21  0.62  -0.10
N  -1.20  1.01  0.75
O  -2.12  -0.29  -0.95
H  -3.22  1.10  0.16
H  -1.41  1.47  1.60
H  -0.38  0.46  0.63

The SMILES is C=CN.NC=O. Its charge is 0. The calculated total energy comes out at -8267.14004 eV. Its spin multiplicity is 1. The value obtained for the energy above the lowest of the compared OMol25 structures with the same formula, charge and spin is 50.4 kcal/mol. The HOMO energy comes out at -8.188 eV.

Record 4
DFT (the ωB97M-V functional and the def2-TZVPD basis) results for 2 unconnected molecules or ions with the total composition C20H25N11O3.

Geometry (Å):
O  -2.34  5.22  -5.60
O  1.65  3.92  -6.43
N  4.31  -4.00  1.89
N  0.72  -1.72  1.56
N  -3.23  -2.73  3.83
N  -1.42  -4.03  4.47
N  -3.50  -4.39  5.43
O  0.01  2.75  -2.39
C  -1.15  5.27  -5.31
C  1.90  4.23  -5.27
C  4.24  -4.92  2.82
C  -0.29  -0.97  1.21
C  -0.34  0.08  0.20
C  -1.53  0.74  -0.01
C  2.94  -4.91  3.48
C  -2.71  0.41  0.80
C  0.22  -2.56  2.54
C  2.24  -3.92  2.88
C  -2.64  -0.59  1.75
C  -1.11  -2.33  2.79
C  -1.95  -3.05  3.74
C  -3.90  -3.40  4.70
C  -2.22  -4.67  5.30
N  3.09  -3.38  1.93
N  0.95  -3.54  3.19
N  -1.43  -1.28  1.94
N  -5.20  -3.14  4.76
N  3.12  4.63  -4.89
N  -0.56  4.25  -4.69
C  -0.36  6.52  -5.65
C  -1.65  -5.78  6.12
C  4.26  4.73  -5.81
C  0.98  2.85  -3.41
C  0.82  4.16  -4.18
H  0.15  3.44  -1.74
H  5.04  -5.61  3.07
H  0.54  0.31  -0.39
H  -1.60  1.51  -0.78
H  2.62  -5.56  4.28
H  -3.65  0.94  0.65
H  -3.50  -0.84  2.35
H  2.80  -2.61  1.33
H  0.41  -4.08  3.87
H  -5.52  -2.73  3.90
H  -5.70  -3.93  5.14
H  3.27  4.88  -3.93
H  -1.16  3.46  -4.51
H  0.14  6.90  -4.76
H  -1.05  7.28  -6.02
H  0.36  6.29  -6.43
H  -1.93  -5.66  7.16
H  -0.56  -5.79  6.04
H  -2.04  -6.74  5.76
H  4.06  5.49  -6.57
H  5.17  5.01  -5.26
H  4.42  3.78  -6.31
H  1.98  2.80  -2.96
H  0.87  2.01  -4.10
H  0.99  4.99  -3.49

The SMILES is Cc1nc(N)nc(-c2c(Nc3ccn[nH]3)nc3ccccn23)n1.CNC(=O)[C@H](CO)NC(C)=O. Its charge is 0. The calculated total energy comes out at -43680.82032 eV. Its spin multiplicity is 1. The HOMO energy comes out at -7.525 eV.

Record 5
DFT (the ωB97M-V functional and the def2-TZVPD basis) results for a single CH3NO3S molecule.

Geometry (Å):
C  -1.41  0.00  0.19
N  -0.40  -0.02  -0.74
O  -1.22  0.39  1.30
O  1.24  -1.13  1.08
O  2.17  0.10  -0.92
S  1.26  0.01  0.18
H  -2.38  -0.38  -0.27
H  -0.35  -0.35  -1.71
H  1.08  1.37  0.89

The SMILES is O=CN[SH](=O)=O. Its charge is 0. The calculated total energy comes out at -19551.34355 eV. Its spin multiplicity is 1. The value obtained for the energy above the lowest of the compared OMol25 structures with the same formula, charge and spin is 45.5 kcal/mol. The HOMO energy comes out at -10.751 eV.

Record 6
DFT (the ωB97M-V functional and the def2-TZVPD basis) results for 2 unconnected molecules or ions with the total composition C9H14.

Geometry (Å):
C  -2.60  0.94  2.69
C  -0.68  -0.19  -0.45
C  0.05  -1.33  -0.03
C  -1.50  0.56  0.46
C  -1.68  0.21  1.77
C  -0.15  -1.69  1.27
C  -0.90  -0.89  2.20
H  -0.52  0.20  -1.44
H  0.80  -1.83  -0.63
H  -1.97  1.45  0.08
H  0.39  -2.54  1.67
H  -3.16  1.67  2.12
H  -2.12  1.55  3.45
H  -0.83  -1.18  3.24
H  -3.28  0.21  3.13
C  2.77  0.58  -1.91
C  1.75  0.20  -2.97
H  3.02  1.63  -1.89
H  2.48  0.24  -0.91
H  3.68  0.03  -2.12
H  2.06  0.50  -3.95
H  0.72  0.53  -2.78
H  1.65  -0.89  -3.02

Its charge is +1. The calculated total energy comes out at -9550.97477 eV. Its spin multiplicity is 2. The value obtained for the energy above the lowest of the compared OMol25 structures with the same formula, charge and spin is 10.8 kcal/mol. The HOMO energy (alpha / beta) comes out at -14.811 / -14.819 eV. As for the expectation value of S²: 0.770.

Record 7
DFT (the ωB97M-V functional and the def2-TZVPD basis) results for 2 unconnected molecules or ions with the total composition CH4ClPS2.

Geometry (Å):
C  0.21  -1.01  0.63
P  0.47  0.40  -0.32
S  0.56  1.77  1.41
S  -1.33  0.78  -1.44
Cl  0.61  -1.80  -2.10
H  1.08  -1.13  1.34
H  -0.36  -2.00  0.35
H  0.75  3.04  0.83
H  -1.98  -0.05  -0.70

Its charge is 0. The calculated total energy comes out at -44580.68272 eV. Its spin multiplicity is 1. The value obtained for the energy above the lowest of the compared OMol25 structures with the same formula, charge and spin is 109.7 kcal/mol. The HOMO energy (alpha / beta) comes out at -9.041 / -8.773 eV.

Record 8
DFT (the ωB97M-V functional and the def2-TZVPD basis) results for a single C3H6N2O molecule.

Geometry (Å):
N  0.62  1.15  1.11
C  0.43  -0.15  0.47
C  -0.86  -0.44  -0.39
O  -2.14  -0.38  0.17
C  1.41  -0.42  -0.61
N  1.92  -0.59  -1.64
H  1.43  1.12  1.73
H  0.81  1.88  0.44
H  0.55  -0.90  1.26
H  -0.79  0.25  -1.25
H  -0.66  -1.45  -0.77
H  -2.72  -0.06  -0.53

The SMILES is N#C[C@@H](N)CO. Its charge is 0. The calculated total energy comes out at -8234.77906 eV. Its spin multiplicity is 1. The value obtained for the energy above the lowest of the compared OMol25 structures with the same formula, charge and spin is 44.3 kcal/mol. The HOMO energy comes out at -10.357 eV.

Record 9
DFT (the ωB97M-V functional and the def2-TZVPD basis) results for 4 unconnected molecules or ions with the total composition C3H9Cl2N2O5.

Geometry (Å):
O  -0.99  0.49  0.87
H  -0.81  0.31  -0.08
C  0.65  3.08  -0.50
N  -0.79  3.37  -1.01
O  -1.08  3.03  -2.22
O  -1.61  3.84  -0.24
H  0.91  2.06  -0.78
H  0.74  3.26  0.57
H  1.29  3.83  -0.97
C  -1.90  -2.62  0.47
N  -0.54  -3.00  1.01
O  -0.25  -2.51  2.06
O  0.14  -3.84  0.41
H  -2.30  -3.40  -0.18
H  -1.80  -1.72  -0.14
H  -2.58  -2.49  1.31
C  2.15  -0.75  0.05
Cl  3.78  -0.29  -0.41
Cl  1.16  -0.95  -1.45
H  2.15  -1.72  0.56
H  1.70  0.02  0.67

Its charge is -1. The calculated total energy comes out at -41513.64117 eV. Its spin multiplicity is 1. The HOMO energy comes out at -3.125 eV.

Record 10
DFT (the ωB97M-V functional and the def2-TZVPD basis) results for a single C2H5N5 molecule.

Geometry (Å):
C  -0.26  0.66  -0.01
C  -1.61  0.88  0.19
H  1.78  0.44  0.01
H  1.10  2.29  -0.38
H  -2.14  1.86  0.05
H  1.51  -1.81  -0.79
H  1.00  -2.09  0.87
N  1.05  1.29  0.05
N  -2.23  -0.29  -0.04
N  -1.30  -1.37  -0.04
N  -0.07  -0.65  -0.01
N  1.17  -1.21  0.10

The SMILES is Nc1cnnn1N. Its charge is 0. The calculated total energy comes out at -9601.47932 eV. Its spin multiplicity is 1. The value obtained for the energy above the lowest of the compared OMol25 structures with the same formula, charge and spin is 104.7 kcal/mol. The HOMO energy comes out at -8.452 eV.

Record 11
DFT (the ωB97M-V functional and the def2-TZVPD basis) results for a molecular structure, C5H8ClNO2.

Geometry (Å):
C  0.77  -0.71  -0.40
C  -0.84  1.39  -0.35
C  0.61  -1.52  -1.57
C  -0.29  -0.19  1.98
C  -0.42  -0.41  0.44
N  0.30  2.10  -0.34
O  1.78  -0.17  -0.01
O  -1.95  1.47  -0.86
Cl  -1.82  -1.30  0.06
H  0.05  -0.83  -2.21
H  1.58  -1.92  -2.04
H  -0.10  -2.32  -1.42
H  -1.29  -0.10  2.23
H  0.11  -1.12  2.49
H  0.22  0.78  2.31
H  1.10  1.78  0.20
H  0.19  3.09  -0.50

Its charge is 0. The calculated total energy comes out at -23421.07643 eV. Its spin multiplicity is 1. The value obtained for the energy above the lowest of the compared OMol25 structures with the same formula, charge and spin is 27.1 kcal/mol. The HOMO energy comes out at -9.041 eV.